1.
This record from the OMol25 dataset describes CH3FS2 in the gas phase in a non-equilibrium geometry. The level of theory is ωB97M-V with the def2-TZVPD basis set.

- Kohn-Sham gap: 9.41 eV
- Multiplicity: 1
- SMILES: CSSF

Last columns: bonded neighbours and bond lengths (Å).
Positions of all 7 atoms, in Å:
1 C 1.043 -0.097 -0.049  S2 1.831, H5 1.189, H6 1.147, H7 0.986
2 S -0.381 -1.180 0.341  C1 1.831, S3 2.246
3 S -2.001 0.063 -0.595  S2 2.246, F4 1.722
4 F -2.585 1.141 0.614  S3 1.722
5 H 1.944 -0.861 0.082  C1 1.189
6 H 1.029 0.836 0.618  C1 1.147
7 H 0.952 0.097 -1.011  C1 0.986

2.
This record from the OMol25 dataset describes 2 unconnected molecules or ions with the total composition CH3I2N2 in a non-equilibrium geometry. The level of theory is ωB97M-V with the def2-TZVPD basis set.

- Net charge: +1
- Kohn-Sham gap: 7.37 eV
- Multiplicity: 1

Last columns: bonded neighbours and bond lengths (Å).
Positions of all 8 atoms, in Å:
1 C -0.084 0.911 0.113  N2 1.153, N3 1.295
2 N 0.474 0.673 1.094  C1 1.153, H6 1.033
3 N -0.996 0.898 -0.807  C1 1.295, H7 1.032, H8 0.943
4 I 4.111 1.291 -0.276  I5 2.689
5 I 5.883 -0.693 0.118  I4 2.689
6 H 1.084 0.544 1.917  N2 1.033
7 H -1.925 1.274 -0.561  N3 1.032
8 H -0.804 0.687 -1.706  N3 0.943

One value per record, in order, for ΔE to the lowest compared entry with this formula, charge and spin: 79.7 52.9 kJ/mol.
One value per record, in order, for total energy: -936.08479 -744.50384 Eh.